(1)
C4H9N3 | ωB97M-V with the def2-TZVPD basis set

Structure (XYZ):
```
16
Properties=species:S:1:pos:R:3:forces:R:3:mulliken_charge:R:1
H 2.42908 1.27232 0.35286 -0.03 -0.23 0.10 0.245
C -0.90046 0.92629 -0.40285 -1.71 0.19 -0.76 -0.509
H -1.40086 -2.17028 0.53711 0.21 0.08 0.56 0.320
H -2.79576 -0.14544 -0.28102 0.31 0.14 -0.09 0.369
H 1.67783 -2.50141 0.07816 -0.15 0.22 -0.02 0.330
C 1.38481 1.51142 0.17518 0.13 0.02 -0.05 0.035
N -1.22373 -1.37243 -0.06917 4.38 0.07 -1.20 -0.316
N 0.50047 0.59770 -0.07625 1.23 1.30 0.16 0.149
N 1.75460 -1.49160 -0.09190 0.69 0.41 -0.23 -0.154
H -0.99394 0.88900 -1.49843 0.21 -0.01 0.24 0.304
H -2.01390 0.05865 1.28515 0.20 -0.03 -0.29 0.357
H -1.15000 1.93737 -0.07004 0.23 -0.18 0.04 0.428
H 1.10632 2.56005 0.21245 -0.23 -0.01 -0.08 0.297
C -1.80541 -0.14275 0.21847 -0.68 1.30 1.24 -0.476
C 0.74365 -0.74386 0.03242 -4.60 -3.27 0.29 0.337
H 2.68728 -1.18503 -0.40214 -0.19 0.01 0.10 0.284
```
Forces are in eV/Å.

Relative energy (zero: lowest compared OMol25 entry of this formula, charge and spin) in kcal/mol: 89.5
Lowest unoccupied orbital energy (alpha / beta) in Ha: -0.42035 / -0.42032
Maximum force in eV/A: 5.65
Charge: +2
Orbital gap (alpha / beta) in eV: 7.6 / 7.6


(2)
C2H7NO2Si | ωB97M-V with the def2-TZVPD basis set

Structure (XYZ):
```
13
Properties=species:S:1:pos:R:3:forces:R:3:mulliken_charge:R:1
H -1.18064 -0.89971 -1.23510 -1.01 -0.76 0.35 0.412
H -1.52279 0.74222 -1.28812 0.04 2.28 -1.21 0.364
O -3.36040 -1.21727 0.00665 -0.75 -1.96 0.20 -0.537
H 1.35576 -0.73455 -0.90192 0.29 -1.48 -2.12 -0.155
C -0.53085 0.18578 0.68595 -2.25 0.55 -0.66 -0.710
H -0.86882 -0.52835 1.49975 0.49 0.79 -1.04 0.416
O -3.43358 0.88062 0.29667 0.72 0.38 -0.30 -0.541
N -2.87458 -0.13104 -0.09694 -2.09 0.19 0.48 0.893
H -0.77908 1.26080 1.00200 0.28 -1.67 -0.20 0.317
H 1.42660 1.66267 -0.28461 0.28 -1.23 0.06 -0.071
C -1.59800 -0.07414 -0.67227 4.92 0.12 2.72 -0.698
H 2.40663 -0.23972 1.12044 -1.14 0.46 -0.59 -0.103
Si 1.27899 0.17087 0.12189 0.23 2.32 2.30 0.412
```
Forces are in eV/Å.

Relative energy (zero: lowest compared OMol25 entry of this formula, charge and spin) in kcal/mol: 141.6
Lowest unoccupied orbital energy in Ha: 0.00641
Structure (SMILES): O=[N+]([O-])CC[SiH3]
Maximum force in eV/A: 5.62
Orbital gap in eV: 11.2


(3)
C6H7MgO6Rb | ωB97M-V with the def2-TZVPD basis set

Structure (XYZ):
```
21
Properties=species:S:1:pos:R:3:forces:R:3:mulliken_spin:R:1
C -1.33684 6.12515 0.98259 0.09 0.23 0.10 0.013
H -2.59869 7.19061 -0.47514 -0.01 -0.21 0.13 0.003
C -1.10655 1.69914 0.23775 1.00 -2.10 -1.32 0.000
O -0.65792 0.76341 -0.51908 -1.14 2.97 -0.29 0.002
C -1.34526 4.24478 -0.30764 1.34 -1.40 -1.22 -0.031
C 0.41628 -0.12985 -0.01112 2.27 -4.14 0.99 0.000
Rb 3.63048 -4.44235 0.69475 -0.16 0.24 -0.05 0.000
H -1.22564 1.39422 1.28832 1.27 0.60 0.14 0.000
H -2.42531 2.66057 0.75777 -1.30 0.81 -2.84 -0.001
H -1.55549 6.41937 2.01382 0.08 -0.07 -0.26 0.003
O 1.17446 -0.49282 -0.90024 -0.81 1.25 -0.13 0.000
C -2.53328 6.23228 0.05051 -0.30 0.20 0.21 0.015
O -0.36742 4.01266 -1.18293 1.15 2.40 -0.97 0.043
C -1.85061 2.81693 -0.32022 -2.53 -1.75 4.21 0.023
O -1.05658 4.72885 0.96005 -0.09 -0.08 0.02 -0.010
H -0.47401 6.69492 0.60603 -0.17 -0.12 0.10 -0.003
Mg -0.86165 5.33698 -2.63172 0.24 -0.47 0.47 0.959
H -2.24700 2.52766 -1.30688 -0.25 0.30 0.76 0.006
O -2.26522 5.19792 -0.90500 -0.11 -0.02 0.09 -0.026
H -3.48095 6.01984 0.56374 0.23 0.05 -0.14 0.002
O 0.32143 -0.49949 1.15435 -0.78 1.31 0.00 0.000
```
Forces are in eV/Å.

2S+1: 2
Relative energy (zero: lowest compared OMol25 entry of this formula, charge and spin) in kcal/mol: 67.1
Lowest unoccupied orbital energy (alpha / beta) in Ha: -0.13672 / -0.13672
Maximum force in eV/A: 5.22
Charge: +1
Orbital gap (alpha / beta) in eV: 5.1 / 7.7


(4)
C2H2N2O3 | ωB97M-V with the def2-TZVPD basis set

Structure (XYZ):
```
9
Properties=species:S:1:pos:R:3:forces:R:3:mulliken_charge:R:1
N -0.36706 -1.44725 -0.05897 -1.59 1.19 -0.63 -0.332
C -0.00183 -0.68456 0.86133 0.07 0.17 -0.59 -0.021
O -0.39999 0.73182 -0.74348 -2.13 0.84 -2.64 -0.217
H 1.29756 2.00889 0.32226 0.28 -1.79 0.69 0.377
H 0.49380 -1.11517 1.68105 0.50 0.40 1.52 0.395
O -1.37261 -0.79223 -2.07455 -1.34 0.01 -1.60 -0.420
O 1.23895 1.01985 0.53016 5.73 4.05 -0.19 -0.421
C -0.86682 -0.49716 -1.07149 2.24 -1.61 0.96 0.546
N -0.02200 0.77580 0.55369 -3.75 -3.27 2.48 0.094
```
Forces are in eV/Å.

Relative energy (zero: lowest compared OMol25 entry of this formula, charge and spin) in kcal/mol: 86.8
Lowest unoccupied orbital energy in Ha: 0.00515
Structure (SMILES): O=c1ncn(O)o1
Maximum force in eV/A: 7.02
Orbital gap in eV: 10.6


(5)
C4H7NO | ωB97M-V with the def2-TZVPD basis set

Structure (XYZ):
```
13
Properties=species:S:1:pos:R:3:forces:R:3:mulliken_charge:R:1
C -0.32518 -1.47431 -3.26869 2.17 -0.33 -6.84 -0.418
C 0.03908 -1.52967 -4.45856 -1.70 0.97 2.52 -0.274
H -0.26701 -0.01788 3.24358 1.72 -0.49 -1.47 0.271
H -1.23555 -0.38132 2.08843 -1.48 -0.28 -0.94 0.292
C -0.17690 -0.34635 2.14253 -0.96 -1.10 1.56 -0.808
H 0.93423 2.65308 0.92614 -0.07 -3.46 0.85 0.306
O -0.25288 0.68287 -0.00626 -1.13 -0.75 -3.43 -0.537
C 0.16994 0.69835 1.08977 -0.54 -1.10 3.09 0.515
H -0.81480 -1.54943 -2.38962 -0.83 -0.08 2.57 0.396
H 0.81171 2.36337 2.74046 0.41 -3.50 -4.46 0.325
H 0.08251 -1.33178 -5.55847 0.38 -0.53 1.77 0.296
H 0.07770 -1.45517 1.95848 0.30 2.04 0.37 0.252
N 0.95716 1.68824 1.49222 1.72 8.61 4.41 -0.618
```
Forces are in eV/Å.

Relative energy (zero: lowest compared OMol25 entry of this formula, charge and spin) in kcal/mol: 132.2
Lowest unoccupied orbital energy in Ha: 0.00098
Maximum force in eV/A: 9.82
Orbital gap in eV: 10.0


(6)
C23H17N5O2Ru | ωB97M-V with the def2-TZVPD basis set

Structure (XYZ):
```
48
Properties=species:S:1:pos:R:3:forces:R:3:mulliken_spin:R:1
C 2.56831 4.04491 0.30032 -0.11 -0.05 0.34 0.025
H 1.95228 3.97133 2.34611 -0.03 0.05 -0.03 0.002
C -4.31139 -1.94874 -1.54465 -0.18 0.07 -0.13 -0.042
C -1.14162 -3.78611 1.19337 -0.09 0.20 -0.06 0.153
H 2.44897 4.69010 -2.67501 0.01 0.02 0.05 0.000
C -3.68428 1.66491 -2.17820 0.07 0.00 0.03 0.052
N -1.45578 0.93775 -0.69379 -0.70 0.18 -0.41 -0.077
C 0.81339 -2.36704 1.34051 -0.07 -0.26 0.07 0.048
H 3.96025 4.83774 -1.74570 -0.01 -0.01 0.08 0.000
C 3.38003 -1.87130 2.20489 0.03 -0.16 0.09 -0.022
H -0.95852 -5.71101 2.10399 -0.01 0.02 0.02 0.001
C 1.88379 2.30206 -1.18643 0.29 0.08 -0.49 -0.003
C -1.63443 2.19853 -1.08599 -0.01 0.02 -0.02 0.051
H 3.63098 3.39178 -2.73058 0.06 0.00 0.06 0.000
H -2.82807 3.63216 -2.13136 0.00 0.00 0.01 0.001
C -3.19214 -2.28304 -0.78215 0.17 -0.02 0.12 0.164
H -4.54358 1.93424 -2.77986 0.01 0.05 0.02 0.002
C -0.53756 -2.56467 0.89231 0.18 -0.19 0.12 -0.007
C 1.92391 3.50666 1.37377 0.08 0.09 -0.03 0.005
C 1.21314 2.29762 1.16191 0.09 0.18 0.32 -0.003
H 4.38077 -1.62851 2.53111 0.00 0.01 -0.02 0.001
C -2.73819 2.59866 -1.83050 -0.15 -0.03 -0.05 -0.018
H -2.16664 -3.98563 0.93527 0.00 0.03 0.01 -0.003
C -4.50265 -0.67495 -2.02056 0.04 -0.09 0.04 0.179
O 1.79243 1.81046 -2.28997 -0.01 0.10 0.20 0.062
C 2.79752 -3.07609 2.51782 -0.06 0.10 -0.06 0.054
H -5.04034 -2.71697 -1.76275 0.02 -0.01 0.00 0.001
H 1.34423 -5.34353 2.91020 -0.01 -0.02 -0.02 0.002
C -2.21992 -1.33084 -0.47023 -0.20 0.13 -0.14 -0.001
H -3.10200 -3.30467 -0.45885 0.04 0.00 -0.04 -0.005
H 3.32469 -3.81920 3.10296 0.05 0.02 -0.01 0.002
O 0.49209 1.65111 1.95689 0.01 -0.07 -0.07 0.158
C 1.48778 -3.35643 2.07678 -0.02 0.18 -0.13 -0.026
H 3.12114 4.96919 0.40742 0.02 0.00 -0.10 0.001
H -5.37277 -0.42323 -2.61242 -0.02 -0.03 0.01 0.002
N 1.31448 1.71188 -0.07900 -0.23 -0.19 0.11 0.044
C -3.54854 0.33197 -1.74026 0.20 0.02 0.15 -0.026
N -1.05622 -1.47116 0.24277 -0.65 -0.73 0.17 0.329
C -0.45507 -4.77696 1.89680 0.15 -0.12 0.12 -0.042
Ru 0.17434 0.10717 0.12207 1.10 1.29 -0.28 2.715
C 2.66482 -0.94937 1.44869 0.05 0.01 -0.06 0.049
C 3.19306 4.15079 -2.08912 -0.02 0.07 -0.26 -0.002
N 2.56202 3.49886 -0.94033 -0.14 -0.29 0.02 -0.006
H -0.88304 2.91695 -0.79303 0.09 -0.07 -0.04 -0.009
C -2.41373 0.00063 -0.97972 -0.24 -0.13 -0.05 0.044
H 3.11111 -0.00677 1.16289 -0.08 0.05 0.01 -0.013
C 0.82834 -4.57984 2.34323 -0.13 -0.01 -0.03 0.174
N 1.42255 -1.18138 1.02834 0.40 -0.51 0.35 -0.016
```
Forces are in eV/Å.

2S+1: 5
Relative energy (zero: lowest compared OMol25 entry of this formula, charge and spin) in kcal/mol: 0.0
Lowest unoccupied orbital energy (alpha / beta) in Ha: -0.24955 / -0.32726
Maximum force in eV/A: 1.71
Charge: +2
Orbital gap (alpha / beta) in eV: 7.5 / 5.7


no.,M (g mol⁻¹),energy (eV)
1,99.1,-8741.87058
2,105.2,-15645.74089
3,284.9,-24711.94984
4,102.0,-11225.03967
5,85.1,-7793.91202
6,496.5,-38240.32895